The following is a DFT calculation (the ωB97M-V functional and the def2-TZVPD basis) of C4H10NO as an isolated structure.

```
16
C4H10NO (the ωB97M-V functional and the def2-TZVPD basis)
O 1.08 -1.63 0.51
H 1.52 0.95 -1.14
C 0.53 -0.38 0.54
N -0.47 -0.40 -0.52
H 0.09 -0.04 1.45
H -1.89 0.69 -1.84
H -1.97 -1.03 0.91
C 1.76 0.93 -0.11
H 1.76 -1.81 1.18
C -1.58 0.42 -0.76
H -2.26 -1.73 -0.70
H -1.75 1.28 -0.13
H -0.02 -0.67 -1.36
H 1.53 1.87 0.52
H 2.67 0.45 0.16
C -1.82 -0.92 -0.23
```

Charge: +1
M in g mol⁻¹: 88.13
Relative energy (zero: lowest compared OMol25 entry of this formula, charge and spin) in kJ/mol: 301.2
Electronic energy in Eh: -288.04838
Maximum force in eV/A: 5.53

---

The following is a DFT calculation (the ωB97M-V functional and the def2-TZVPD basis) of C15H21B2F4N6O9V as an isolated structure.

```
58
C15H21B2F4N6O9V (the ωB97M-V functional and the def2-TZVPD basis)
H 4.04 0.42 2.57
N -0.61 -1.62 -0.56
C -3.61 0.06 -1.91
O 0.13 -2.71 -0.57
C 3.06 0.74 -2.93
N -1.79 0.50 -0.32
C -2.36 -0.28 -1.18
O 1.53 -0.39 -1.33
V 0.09 0.09 0.06
F 1.68 -4.14 0.36
F -2.57 3.51 1.33
H -2.12 -0.49 1.89
H -2.27 -3.54 -1.61
H -3.41 0.15 -2.98
H 3.03 3.04 1.18
C 1.57 1.54 1.55
H -2.82 -1.87 6.20
C 2.82 2.14 -3.62
N -2.11 -1.29 5.73
O -0.49 2.52 1.47
H -1.23 -1.89 1.86
H 4.27 0.75 0.86
N -1.21 -0.89 2.09
H -1.20 -1.46 6.19
C 1.50 2.73 -2.99
H -2.92 -2.41 -2.82
O 3.49 2.64 -4.44
B 0.98 -3.05 0.62
C 1.90 0.56 -2.06
N 1.47 -0.72 1.10
C 2.26 0.27 1.40
B -1.97 2.33 1.26
O 4.06 0.12 -3.08
H -4.36 -0.72 -1.78
F 0.12 -3.18 1.72
H 0.02 -1.14 3.76
C 2.28 2.79 1.93
H -4.00 1.01 -1.55
H -2.36 -0.30 5.86
H -1.81 -2.69 4.16
O -2.27 1.70 -0.06
C -1.65 -1.54 -1.32
H 2.81 2.66 2.88
N 0.29 1.48 1.34
H 4.01 -0.92 1.40
H -3.03 -1.43 3.84
C -2.04 -1.62 4.28
O 0.16 1.72 -1.17
F -2.40 1.44 2.25
H -1.08 0.27 3.81
O 1.03 3.76 -3.36
C -2.06 -2.66 -2.21
C -0.98 -0.78 3.53
O 1.94 -1.93 0.96
H -1.21 -2.93 -2.85
H 1.58 3.62 2.02
C 3.73 0.12 1.57
C 1.08 1.72 -2.02
```

Charge: +2
M in g mol⁻¹: 577.93
Relative energy (zero: lowest compared OMol25 entry of this formula, charge and spin) in kJ/mol: 64.2
Electronic energy in Eh: -2982.64840
Spin multiplicity: 3
Maximum force in eV/A: 2.03

---

The following is a DFT calculation (the ωB97M-V functional and the def2-TZVPD basis) of C12H26ClN2O9P3S2V as an isolated structure.

```
56
C12H26ClN2O9P3S2V (the ωB97M-V functional and the def2-TZVPD basis)
C -0.57 2.41 -0.46
H 3.97 -2.20 0.22
O -0.01 -5.15 -0.83
Cl 0.19 -4.08 0.09
O 1.67 -3.95 0.36
H 0.00 1.90 -3.78
H 3.39 -1.62 2.67
S -3.01 -1.72 0.85
O -2.44 -2.21 3.70
H 1.30 -2.59 3.57
H 2.77 -2.22 -2.16
H -3.74 1.53 0.49
H -3.57 0.98 -1.70
H -0.85 1.81 3.27
H 0.55 -0.44 -3.25
C 0.75 4.20 -1.42
H 0.54 2.24 2.23
H -0.83 3.36 2.41
H 4.10 -0.78 -0.84
O -0.48 -4.28 1.33
H -3.04 3.16 0.36
P -1.32 0.09 -1.77
N 2.41 -2.03 -1.24
C 3.41 -1.41 -0.29
C 2.42 -1.16 2.50
O 3.37 0.93 1.13
V -0.99 -0.74 0.35
H -2.98 0.90 -3.37
H 2.02 -2.90 -0.82
H 1.29 5.13 -1.29
C 0.03 2.38 -2.80
H 2.27 -0.39 3.25
O -2.54 0.09 2.97
C -0.53 -0.63 -3.28
O -0.20 -2.80 -0.58
H -3.51 -0.58 -2.52
C -0.54 2.31 2.36
C -3.04 2.24 0.93
H -3.34 2.41 1.96
N 1.32 -2.19 2.64
C 0.09 3.63 -0.33
H 1.38 -2.94 1.95
O 1.15 -0.17 0.28
P -1.37 1.50 0.95
H 0.13 4.14 0.62
H 1.61 -1.41 -1.27
O -0.65 -1.28 2.30
C -3.01 0.38 -2.41
H -0.71 -1.70 -3.26
H 0.36 -1.79 2.47
H -0.93 -0.22 -4.21
H 1.22 4.02 -3.51
S -2.16 -1.27 2.65
C -0.60 1.78 -1.71
C 0.71 3.58 -2.66
P 2.54 -0.25 0.90
```

M in g mol⁻¹: 585.80
Relative energy (zero: lowest compared OMol25 entry of this formula, charge and spin) in kJ/mol: 91.7
Electronic energy in Eh: -4484.01669
Spin multiplicity: 2
Maximum force in eV/A: 4.42

---

The following is a DFT calculation (the ωB97M-V functional and the def2-TZVPD basis) of C25H29Cl3MoN7O5 as an isolated structure.

```
70
C25H29Cl3MoN7O5 (the ωB97M-V functional and the def2-TZVPD basis)
H -2.99 4.19 0.14
H -1.55 0.81 -3.74
H -3.77 6.00 -2.75
H -2.16 -1.95 3.30
C -0.16 1.82 -0.88
C 2.99 -3.83 -2.22
H -1.70 2.62 -2.06
H -1.60 5.62 -3.33
O -3.16 2.04 1.16
O -0.09 2.80 -0.11
H -4.68 0.59 -0.29
N -1.27 0.73 -2.77
C -0.81 2.01 -2.25
H 1.44 4.41 -3.53
C -2.77 -0.14 0.26
H -0.91 -3.05 3.92
C -1.24 -2.48 3.05
H 0.88 3.55 4.10
C 2.10 -2.92 -1.67
O 1.23 -1.77 0.22
C 2.65 0.61 2.46
H -0.51 3.07 -4.08
C 2.97 -3.35 0.50
Mo 0.02 -0.54 1.16
H -1.30 1.95 3.58
N -1.37 5.26 -2.43
N -1.84 -1.10 0.17
H 2.98 -4.02 -3.28
H 1.58 3.70 -1.95
O 0.24 0.65 -0.60
C 0.10 2.79 -3.22
H 0.50 6.13 -2.34
C -2.42 1.07 1.12
C 1.41 2.72 3.64
H -4.43 5.07 -1.46
C -4.22 -1.33 -1.20
C -0.77 1.97 2.62
C -2.39 5.01 -1.60
H -1.44 -3.18 2.24
H -1.33 3.85 -0.28
Cl 0.97 -2.12 -2.72
C -2.06 -2.16 -0.61
C -3.97 -0.22 -0.41
C 3.41 1.48 3.22
C 2.77 2.55 3.82
H -0.96 2.95 2.18
C -3.25 -2.31 -1.30
H -1.27 -2.90 -0.66
H 4.47 1.31 3.33
N -3.63 5.36 -1.99
C 2.07 -2.64 -0.30
H 3.09 -0.25 1.97
C 0.85 4.02 -2.70
Cl 2.94 -3.08 2.22
H -0.51 0.06 -2.71
C 3.87 -4.49 -1.38
H -5.15 -1.42 -1.73
C 0.71 1.82 2.86
C 3.86 -4.27 -0.02
N -1.24 0.91 1.75
H -3.40 -3.19 -1.92
Cl 4.99 -5.63 -2.06
H 4.54 -4.79 0.63
H 3.33 3.25 4.43
N 1.33 0.78 2.29
H 0.86 2.09 -3.59
O -0.22 -1.56 2.70
H 0.10 5.11 -0.98
N -2.19 4.41 -0.44
C 0.05 5.17 -2.06
```

Charge: +1
M in g mol⁻¹: 709.85
Relative energy (zero: lowest compared OMol25 entry of this formula, charge and spin) in kJ/mol: 49.8
Electronic energy in Eh: -3178.32873
Spin multiplicity: 3
Maximum force in eV/A: 0.23

---

The following is a DFT calculation (the ωB97M-V functional and the def2-TZVPD basis) of an isolated ion of composition C10H19N2O3 and charge +1.

```
34
C10H19N2O3 (the ωB97M-V functional and the def2-TZVPD basis)
H 1.93 2.60 -2.19
C -0.52 -2.50 0.55
C -1.72 0.18 -0.55
H -1.31 -4.00 1.82
H 3.50 -1.30 -1.16
H -3.45 0.35 -1.68
H -0.24 -0.54 2.30
H -0.25 2.34 0.92
H -2.84 -0.23 1.21
N -0.71 0.03 -1.25
C 1.16 2.28 -1.40
O 1.21 0.85 0.67
H -1.56 0.86 2.54
N 2.72 0.52 -0.91
C -0.84 -3.93 0.78
H 4.10 -0.54 0.26
C 3.26 -0.68 -0.30
H 0.09 -0.44 -0.97
H -1.50 -4.12 -0.01
H -3.51 1.40 -0.23
O 0.52 -2.07 0.29
C 0.18 1.40 1.50
H -0.02 -4.60 0.64
C -1.82 -0.36 0.82
H 2.46 -1.29 0.21
H 0.73 3.14 -0.84
C -0.89 0.29 1.84
C -2.89 0.98 -1.11
H 0.40 1.81 -2.04
C 1.63 1.16 -0.52
H -2.53 1.99 -1.60
H 2.91 0.50 -1.89
O -1.66 -1.80 0.84
H 0.65 1.55 2.42
```

Charge: +1
M in g mol⁻¹: 215.27
Relative energy (zero: lowest compared OMol25 entry of this formula, charge and spin) in kJ/mol: 10.5
Electronic energy in Eh: -727.35892
Maximum force in eV/A: 5.69

---

Which of these has the lowest M?
C4H10NO

---

Among the records above, which one has the lowest relative energy (zero: lowest compared OMol25 entry of this formula, charge and spin)?
C10H19N2O3

---

Among the records above, which one has the lowest relative energy (zero: lowest compared OMol25 entry of this formula, charge and spin)?
C10H19N2O3

---

Number 1 is which compound?
C4H10NO